Below is 2 unconnected molecules or ions with the total composition C5H15N3O, with properties calculated with ωB97M-V with the def2-TZVPD basis set.

As for the SMILES: C[C@H](N)NN.C=C(C)O. The value obtained for the relative energy (zero: lowest compared OMol25 entry of this formula, charge and spin) is 216.1 kJ/mol. For the maximum force, the calculation gives 0.5 eV/Å. Its multiplicity is 1. For the calculated total energy, the calculation gives -11944.509 eV. As for the charge: 0.

CARTESIAN COORDINATES (ANGSTROEM)
O (2.25, -1.46, 0.83)
N (-1.79, 1.59, 0.92)
N (-1.60, -0.12, -0.72)
N (-1.33, 0.94, -1.70)
C (-1.19, 0.29, 0.63)
C (-1.73, -0.75, 1.60)
C (2.06, -0.71, -0.29)
C (1.49, -1.17, -1.40)
C (2.58, 0.69, -0.13)
H (-1.84, 1.73, 1.92)
H (-1.40, -0.53, 2.61)
H (2.40, 1.03, 0.88)
H (-1.24, 2.33, 0.52)
H (1.36, -0.54, -2.26)
H (-0.08, 0.34, 0.71)
H (-1.65, 0.56, -2.59)
H (1.16, -2.19, -1.48)
H (1.93, -2.36, 0.68)
H (-1.98, 1.68, -1.46)
H (-2.81, -0.75, 1.55)
H (3.66, 0.70, -0.30)
H (2.11, 1.36, -0.84)
H (-1.37, -1.74, 1.32)
H (-0.99, -0.89, -0.99)